Entry from OMol25: a cluster of 3 separate species, C6H12F2INO7P2 in total in a non-equilibrium geometry (ωB97M-V/def2-TZVPD).

Geometry (Å):
1 O -0.097228 2.700494 -2.483095
2 C -0.850145 3.586178 -2.852619
3 O -0.481033 4.611451 -3.679690
4 C -1.660030 5.335628 -3.968624
5 C -2.538932 4.996666 -2.813489
6 F -3.839099 4.985417 -3.183760
7 O -2.159145 3.679356 -2.485863
8 H -2.069035 4.996044 -4.926114
9 H -1.455343 6.407583 -4.035014
10 H -2.404931 5.646071 -1.941804
11 O 3.299792 -6.173689 5.393980
12 C 2.546875 -5.288006 5.024455
13 O 2.915987 -4.262733 4.197385
14 C 1.736990 -3.538556 3.908451
15 C 0.858089 -3.877518 5.063586
16 F -0.442080 -3.888766 4.693315
17 O 1.237875 -5.194827 5.391212
18 H 1.327986 -3.878139 2.950961
19 H 1.941677 -2.466601 3.842061
20 H 0.992089 -3.228113 5.935271
21 N -1.224447 0.025035 -2.595546
22 P -0.022406 -1.217944 -2.135063
23 O 1.458611 -0.721817 -2.931370
24 P 0.285491 -0.989801 0.010823
25 I 0.638470 -0.396161 2.391087
26 H -0.706892 0.948388 -2.585015
27 H -1.591893 -0.111971 -3.563483
28 H 1.569726 0.240640 -2.675195
29 H 0.017528 -2.379750 0.303131
30 H -0.880380 -0.098185 0.031088
31 H 1.595832 -0.446375 -0.281064

Atomic forces in eV per Å
O -1.365 2.041 -0.851
C 1.607 -1.608 0.461
O -0.011 -1.097 0.919
C 0.112 0.991 -0.873
C -0.986 0.108 0.042
F -0.149 0.073 0.154
O 1.179 0.125 -0.071
H -0.165 -0.027 0.232
H 0.162 -0.240 0.047
H -0.188 -0.091 -0.050
O -1.830 2.117 -0.939
C 2.271 -2.350 0.676
O -0.111 -0.912 0.783
C 0.310 1.020 -0.714
C -0.816 -0.007 0.016
F -0.291 0.069 0.145
O 0.816 0.304 -0.040
H -0.192 0.000 0.204
H 0.138 -0.362 0.026
H -0.195 -0.060 -0.061
N 2.067 0.209 0.081
P -0.570 -0.612 -3.886
O -1.609 1.356 2.060
P -0.699 1.517 -1.160
I 0.207 0.329 1.653
H -1.221 -1.095 0.032
H 0.579 -0.175 1.195
H 0.231 -1.307 -0.619
H 0.332 0.900 -0.221
H 0.717 -0.746 0.245
H -0.328 -0.471 0.514

Results
HOMO level: -0.295 Eh
orbital gap: 0.291 Eh
E_LUMO: -0.10 eV
structure (SMILES): O=C1OC[C@@H](F)O1.O=C1OC[C@@H](F)O1.NP(O)[PH3]I